Record 1
12
Properties=species:S:1:pos:R:3 method="wB97M-V/def2-TZVPD" charge=0 e_above_lowest_kj_mol=187.83 multiplicity=1 smiles=N#CCN1CC1 molar_mass_da=82.11 total_energy_ha=-265.46403
N -2.039 -1.062 1.261
C -1.340 -0.147 1.139
C -0.322 0.902 0.921
N 0.755 0.492 0.024
C 0.396 0.104 -1.329
C 0.872 -0.907 -0.355
H -0.806 1.797 0.514
H 0.103 1.169 1.895
H 1.049 0.483 -2.113
H -0.665 0.074 -1.585
H 0.116 -1.596 0.018
H 1.880 -1.308 -0.391

=====

Record 2
12
Properties=species:S:1:pos:R:3 method="wB97M-V/def2-TZVPD" charge=0 e_above_lowest_kj_mol=162.33 multiplicity=1 molar_mass_da=82.11 total_energy_ha=-265.47374
N 3.229 0.074 -0.080
C 2.085 -0.052 0.032
C 0.646 -0.227 0.247
C -0.325 0.972 0.249
C -1.318 -0.085 -0.264
N -0.159 -0.781 -0.851
H 0.516 -0.781 1.189
H -0.545 1.458 1.196
H -0.016 1.694 -0.506
H -2.178 0.119 -0.896
H -1.734 -0.599 0.621
H -0.201 -1.792 -0.937

=====

Record 3
12
Properties=species:S:1:pos:R:3 method="wB97M-V/def2-TZVPD" charge=0 e_above_lowest_kj_mol=330.17 multiplicity=1 molar_mass_da=82.11 total_energy_ha=-265.40982
N 2.724 1.484 -0.139
C 1.919 0.656 -0.120
C 0.980 -0.469 -0.088
N -0.442 -0.081 0.050
C -1.318 -1.089 -0.017
C -0.798 1.195 0.204
H 1.066 -1.013 -1.034
H 1.254 -1.153 0.720
H -2.300 -0.913 0.399
H -1.101 -1.947 -0.638
H -1.811 1.438 -0.081
H -0.172 1.891 0.743

=====

Record 4
12
Properties=species:S:1:pos:R:3 method="wB97M-V/def2-TZVPD" charge=0 e_above_lowest_kj_mol=169.47 multiplicity=1 smiles=N#C[C@H]1CCN1 molar_mass_da=82.11 total_energy_ha=-265.47102
N -0.142 1.586 -2.589
C -0.173 1.218 -1.491
C -0.014 0.864 -0.067
C -0.896 -0.208 0.606
C 0.290 -1.188 0.445
N 1.149 -0.009 0.186
H 0.007 1.816 0.474
H -0.881 -0.004 1.670
H -1.943 -0.347 0.330
H 0.250 -1.940 -0.354
H 0.564 -1.689 1.383
H 1.790 -0.099 -0.594

=====

Record 5
12
Properties=species:S:1:pos:R:3 method="wB97M-V/def2-TZVPD" charge=0 e_above_lowest_kj_mol=367.09 multiplicity=1 molar_mass_da=82.11 total_energy_ha=-265.39575
N -1.695 0.210 -2.620
C -0.988 0.480 -1.747
C -0.082 0.912 -0.678
N 0.125 -0.103 0.376
C 1.018 0.147 1.342
C -0.410 -1.335 0.383
H 0.903 1.103 -1.122
H -0.440 1.853 -0.250
H 0.809 -0.250 2.324
H 1.958 0.631 1.108
H 0.269 -2.134 0.641
H -1.468 -1.515 0.244

=====

Record 6
12
Properties=species:S:1:pos:R:3 method="wB97M-V/def2-TZVPD" charge=0 e_above_lowest_kj_mol=153.04 multiplicity=1 smiles=C[C@@]1(C#N)CN1 molar_mass_da=82.11 total_energy_ha=-265.47728
C 1.462 -0.237 0.196
C 0.000 0.163 0.051
C -0.217 1.552 -0.336
N -0.368 2.647 -0.685
C -1.065 -0.765 -0.442
N -0.958 -0.451 0.970
H 1.817 -0.784 -0.683
H 1.583 -0.864 1.083
H 2.096 0.645 0.320
H -1.869 -0.319 -1.025
H -0.802 -1.781 -0.729
H -1.679 0.194 1.281

=====

Record 7
12
Properties=species:S:1:pos:R:3 method="wB97M-V/def2-TZVPD" charge=0 e_above_lowest_kj_mol=150.75 multiplicity=1 smiles="N[C@@H]1C=CN=C1" molar_mass_da=82.11 total_energy_ha=-265.47816
N -0.250 0.390 1.595
C -0.232 0.717 0.157
C -1.052 -0.359 -0.512
C -0.191 -1.192 -1.100
N 1.167 -0.721 -1.061
C 1.124 0.408 -0.462
H 0.229 -0.506 1.672
H 0.281 1.053 2.149
H -0.581 1.744 0.000
H -2.122 -0.461 -0.385
H -0.380 -2.115 -1.630
H 2.007 1.042 -0.422

=====

Record 8
12
Properties=species:S:1:pos:R:3 method="wB97M-V/def2-TZVPD" charge=0 e_above_lowest_kj_mol=93.76 multiplicity=1 smiles=CC#N.CC#N molar_mass_da=82.11 total_energy_ha=-265.49986
C -24.716 7.308 -2.210
C -25.768 8.231 -1.730
N -26.643 8.907 -1.369
H -24.450 6.555 -1.469
H -23.857 7.938 -2.445
H -25.075 6.750 -3.075
C -24.125 10.831 1.708
C -24.969 10.056 2.600
N -25.693 9.461 3.254
H -23.401 11.420 2.272
H -24.779 11.396 1.045
H -23.559 10.082 1.153

=====

Record 9
12
Properties=species:S:1:pos:R:3 method="wB97M-V/def2-TZVPD" charge=0 e_above_lowest_kj_mol=143.89 multiplicity=1 smiles=CC#N.CC#N molar_mass_da=82.11 total_energy_ha=-265.48077
C 2.460 0.953 -0.654
C 2.007 -0.208 0.126
N 1.344 -0.851 0.806
H 1.581 1.518 -0.890
H 3.201 0.885 -1.485
H 3.097 1.431 0.130
C -2.554 -0.977 0.515
C -1.763 0.189 0.169
N -1.158 1.083 -0.275
H -2.166 -1.668 1.256
H -2.522 -1.596 -0.322
H -3.527 -0.761 0.623

=====

Record 10
12
Properties=species:S:1:pos:R:3 method="wB97M-V/def2-TZVPD" charge=0 e_above_lowest_kj_mol=207.70 multiplicity=1 smiles=N#C[C@H]1CCN1 molar_mass_da=82.11 total_energy_ha=-265.45646
N 2.589 0.123 -1.207
C 1.743 -0.014 -0.426
C 0.649 -0.246 0.539
C -0.406 0.891 0.537
C -1.148 -0.171 -0.503
N -0.365 -1.201 0.078
H 1.089 -0.497 1.511
H -0.858 1.015 1.523
H -0.092 1.854 0.134
H -0.975 0.156 -1.504
H -2.182 -0.005 -0.103
H -0.044 -1.905 -0.578

=====

Record 11
12
Properties=species:S:1:pos:R:3 method="wB97M-V/def2-TZVPD" charge=0 e_above_lowest_kj_mol=83.51 multiplicity=1 smiles="C[C@H]1C=NC=N1" molar_mass_da=82.11 total_energy_ha=-265.50377
C -0.304 -0.751 -1.308
C -0.001 0.448 -0.402
C -0.864 0.554 0.826
N -0.188 0.379 1.902
C 1.139 0.174 1.419
N 1.329 0.249 0.159
H -1.331 -0.748 -1.682
H 0.387 -0.735 -2.154
H -0.130 -1.677 -0.750
H -0.041 1.378 -0.986
H -1.929 0.779 0.848
H 1.932 -0.050 2.127

=====

Record 12
12
Properties=species:S:1:pos:R:3 method="wB97M-V/def2-TZVPD" charge=0 e_above_lowest_kj_mol=207.88 multiplicity=1 smiles=Cn1ccnc1 molar_mass_da=82.11 total_energy_ha=-265.45639
C -1.683 -0.060 0.018
N -0.262 -0.082 0.286
C 0.772 -0.972 0.319
C 1.845 -0.277 -0.190
N 1.523 1.013 -0.504
C 0.279 1.107 -0.142
H -1.560 1.013 -0.430
H -1.973 -0.576 -0.895
H -2.281 -0.482 0.858
H 0.676 -1.984 0.684
H 2.859 -0.610 -0.316
H -0.135 1.994 0.318

=====

Record 13
12
Properties=species:S:1:pos:R:3 method="wB97M-V/def2-TZVPD" charge=0 e_above_lowest_kj_mol=307.46 multiplicity=1 molar_mass_da=82.11 total_energy_ha=-265.41847
C 1.335 -0.135 0.648
C 0.846 0.429 -0.564
C -1.312 0.205 0.191
C 0.307 -0.880 -0.347
H 0.930 0.289 1.641
H 2.303 -0.674 0.709
H 1.433 1.128 -1.181
H -0.221 1.908 0.393
H -2.220 0.467 0.500
H 0.780 -1.857 -0.818
N -0.354 1.142 -0.138
N -1.083 -0.995 0.022

=====

Record 14
12
Properties=species:S:1:pos:R:3 method="wB97M-V/def2-TZVPD" charge=0 e_above_lowest_kj_mol=121.02 multiplicity=1 smiles=Nc1ccc[nH]1 molar_mass_da=82.11 total_energy_ha=-265.48948
N -1.094 -0.313 1.749
C -0.440 -0.373 0.501
C 0.930 -0.297 0.399
C 1.321 0.240 -0.840
C 0.192 0.463 -1.574
N -0.918 0.183 -0.832
H -1.578 -1.067 2.211
H -0.756 0.394 2.390
H 1.627 -0.594 1.177
H 2.329 0.437 -1.158
H 0.165 0.741 -2.626
H -1.777 0.184 -1.398

=====

Record 15
12
Properties=species:S:1:pos:R:3 method="wB97M-V/def2-TZVPD" charge=0 e_above_lowest_kj_mol=252.74 multiplicity=1 smiles="[H]/N=C1/CN2C[C@@H]12" molar_mass_da=82.11 total_energy_ha=-265.43931
H 0.177 0.927 -2.507
N 0.895 0.435 -1.970
C 0.400 0.012 -0.892
C 0.951 -0.830 0.249
N -0.388 -0.811 0.925
C -0.701 0.592 1.157
C -0.925 0.028 -0.195
H 1.188 -1.849 -0.071
H 1.775 -0.428 0.848
H 0.110 1.306 1.302
H -1.573 0.750 1.784
H -1.908 -0.133 -0.630

=====

Record 16
12
Properties=species:S:1:pos:R:3 method="wB97M-V/def2-TZVPD" charge=0 e_above_lowest_kj_mol=374.02 multiplicity=1 smiles="C#CCNN=C" molar_mass_da=82.11 total_energy_ha=-265.39311
C -2.391 0.955 -0.087
C -1.681 -0.002 -0.112
C -0.680 -1.161 -0.254
N 0.607 -0.917 0.253
N 1.300 -0.060 -0.552
C 2.071 0.824 -0.063
H -2.942 1.869 0.098
H -1.140 -1.984 0.314
H -0.614 -1.362 -1.296
H 0.647 -0.626 1.259
H 2.107 1.016 1.076
H 2.716 1.449 -0.637

=====

Record 17
12
Properties=species:S:1:pos:R:3 method="wB97M-V/def2-TZVPD" charge=0 e_above_lowest_kj_mol=77.07 multiplicity=1 smiles="NC1=CC=NC1" molar_mass_da=82.11 total_energy_ha=-265.50622
N 0.710 -0.313 1.726
C 0.143 -0.048 0.500
C -0.989 0.630 0.198
C -1.091 0.592 -1.254
N -0.143 -0.033 -1.861
C 0.797 -0.405 -0.814
H 1.260 -1.158 1.790
H 0.087 -0.207 2.515
H -1.691 1.091 0.882
H -1.900 1.049 -1.823
H 1.147 -1.441 -0.897
H 1.670 0.244 -0.963

=====

Record 18
12
Properties=species:S:1:pos:R:3 method="wB97M-V/def2-TZVPD" charge=0 e_above_lowest_kj_mol=505.75 multiplicity=1 molar_mass_da=82.11 total_energy_ha=-265.34294
C -1.501 0.782 0.202
C -2.110 -0.376 -0.053
C 2.227 0.499 -0.127
C 1.487 -0.675 0.370
N -0.189 1.163 0.038
N 0.792 0.373 0.068
H -2.084 1.643 0.512
H -1.582 -1.245 -0.408
H -3.172 -0.483 0.077
H 2.788 1.124 0.561
H 2.571 0.563 -1.155
H 1.426 -1.732 0.374

=====

Record 19
12
Properties=species:S:1:pos:R:3 method="wB97M-V/def2-TZVPD" charge=0 e_above_lowest_kj_mol=207.63 multiplicity=1 smiles=C[C@@]1(C#N)CN1 molar_mass_da=82.11 total_energy_ha=-265.45649
C 1.410 -0.234 0.159
C -0.024 0.171 0.095
C -0.266 1.534 -0.386
N -0.453 2.655 -0.603
C -1.005 -0.869 -0.321
N -1.073 -0.267 0.996
H 1.838 -0.088 -0.843
H 1.445 -1.301 0.384
H 1.952 0.358 0.889
H -1.336 -0.501 -1.279
H -0.721 -1.915 -0.241
H -1.768 0.457 1.151

=====

Record 20
12
Properties=species:S:1:pos:R:3 method="wB97M-V/def2-TZVPD" charge=0 e_above_lowest_kj_mol=416.90 multiplicity=1 smiles="C1=NN=CCC1" molar_mass_da=82.11 total_energy_ha=-265.37679
C -0.911 0.781 0.899
N 0.074 1.760 1.178
N 1.304 1.288 0.266
C 1.325 0.294 -0.468
C 0.209 -0.662 -0.864
C -0.896 -0.621 0.302
H -1.619 0.986 1.680
H 2.262 0.365 -1.053
H -0.316 -0.464 -1.882
H 0.953 -1.603 -0.997
H -1.808 -0.804 -0.161
H -0.576 -1.320 1.101